Below is a structure of composition C5H6O, with properties calculated with the ωB97M-V functional and the def2-TZVPD basis.

Output
LUMO level, eV: 0.60
Highest occupied orbital energy, eV: -8.45
Gap between HOMO and LUMO, eV: 9.05
Max |F|, Eh/bohr: 0.0088
Total energy, Eh: -269.13918

Last column: Löwdin charge in e.
Cartesian coordinates (Å):
O -0.725 -1.156 -0.583  -0.03
C -0.137 0.243 0.140  -0.39
C 0.841 0.996 -0.682  -0.06
C 1.294 0.221 0.540  -0.06
C -1.399 0.559 0.766  -0.02
C -1.944 -0.523 0.259  -0.08
H -0.388 -1.932 -0.100  0.13
H 1.083 0.578 -1.652  0.11
H 0.796 2.082 -0.643  0.11
H 1.849 -0.694 0.363  0.11
H 1.560 0.754 1.450  0.11
H -2.829 -1.128 0.142  0.08

---

Below is the molecule C5H6O, with properties calculated with the ωB97M-V functional and the def2-TZVPD basis.

Output
LUMO level, eV: 0.97
Highest occupied orbital energy, eV: -9.81
Gap between HOMO and LUMO, eV: 10.78
Max |F|, Eh/bohr: 0.0140
Total energy, Eh: -269.16925

Last column: Löwdin charge in e.
Cartesian coordinates (Å):
O -1.240 1.517 -0.060  -0.01
C -1.057 0.212 0.330  -0.35
C -0.538 -0.775 -0.619  -0.04
C 0.375 -0.325 0.547  -0.29
C 1.455 1.071 0.588  0.09
C 1.693 0.114 -0.222  -0.09
H -0.418 2.001 0.168  0.07
H -1.759 -0.146 1.082  0.15
H -0.294 -0.370 -1.596  0.12
H -0.815 -1.820 -0.603  0.11
H 0.462 -1.002 1.395  0.13
H 2.135 -0.477 -1.010  0.11